{
  "formula": "C16H23BrFIrN4",
  "method": "the ωB97M-V functional and the def2-TZVPD basis",
  "energy_ev": -98510.7428,
  "homo_energy_ha": [-0.5331, -0.5331],
  "total_charge": 2,
  "homo_lumo_gap_ev": [7.42, 7.42],
  "symbols": ["Ir", "N", "C", "C", "N", "C", "C", "N", "H", "H", "H", "H", "H", "H", "H", "H", "H", "H", "H", "H", "H", "Br", "C", "C", "C", "C", "N", "C", "H", "H", "H", "H", "F", "C", "C", "C", "C", "C", "C", "C", "H", "H", "H", "H", "H", "H"],
  "xyz": [[0.25, -0.31, -0.51], [0.17, -0.50, 1.75], [-0.89, 0.38, 2.30], [-0.95, 1.64, 1.44], [-1.06, 1.31, -0.01], [-2.44, 1.02, -0.49], [-2.77, -0.43, -0.31], [-1.63, -1.20, -0.87], [0.10, -1.44, 2.12], [1.07, -0.15, 2.07], [-0.67, 0.67, 3.33], [-1.83, -0.16, 2.32], [-0.03, 2.21, 1.57], [-1.79, 2.27, 1.75], [-0.73, 2.11, -0.53], [-2.45, 1.26, -1.56], [-3.16, 1.67, 0.00], [-3.71, -0.69, -0.80], [-2.88, -0.70, 0.74], [-1.76, -1.29, -1.87], [-1.64, -2.16, -0.51], [4.62, 3.58, -0.50], [4.04, 1.83, -0.18], [4.94, 0.83, 0.15], [4.45, -0.45, 0.38], [3.09, -0.68, 0.26], [2.23, 0.29, -0.07], [2.70, 1.53, -0.28], [6.00, 1.04, 0.24], [5.11, -1.26, 0.66], [2.67, -1.67, 0.42], [1.98, 2.30, -0.52], [3.01, -4.69, -3.40], [2.39, -3.55, -3.19], [3.15, -2.42, -2.91], [2.49, -1.23, -2.69], [1.08, -1.13, -2.73], [0.40, 0.15, -2.52], [0.37, -2.31, -3.05], [1.01, -3.51, -3.28], [4.23, -2.49, -2.91], [3.07, -0.33, -2.52], [-0.58, 0.23, -3.00], [1.00, 1.04, -2.70], [-0.70, -2.26, -3.21], [0.46, -4.40, -3.56]]
}